Record 1
Below is one molecule with the formula C14H20O at a distorted geometry, with properties calculated with ωB97M-V/def2-TZVPD.

Each line ends with the Mulliken charge.
Element x y z (Å)
O -0.508 0.699 -1.303  -0.3080
C -1.556 -3.930 0.099  -0.5179
C -1.666 -3.131 1.236  -0.8226
C -0.417 -2.140 -1.123  -0.7186
C -0.549 -1.329 -0.014  -0.4284
C 0.215 2.162 -2.963  -1.4550
C 1.339 2.849 1.969  -1.7059
C -0.793 0.176 0.016  0.6047
C -0.242 -3.540 -0.563  -0.0489
C -0.503 -2.192 1.209  0.0833
C 0.552 -3.185 0.712  -0.8875
C 0.226 0.790 1.037  -1.0732
C 0.767 2.675 -0.512  -0.8634
C -0.268 2.099 -1.507  0.2992
C 0.366 2.287 0.911  0.6259
H -2.267 -4.675 -0.241  0.4311
H -2.512 -3.131 1.908  0.4058
H -0.359 -1.863 -2.172  0.5002
H 1.173 1.630 -3.067  0.3388
H 0.365 3.204 -3.318  0.3822
H -0.575 1.700 -3.598  0.3428
H 1.104 2.442 2.927  0.4517
H 1.281 3.958 2.018  0.4044
H 2.406 2.584 1.728  0.3207
H -1.798 0.359 0.296  0.2409
H 0.180 -4.294 -1.219  0.5052
H -0.265 -1.727 2.193  0.4394
H 1.556 -2.757 0.563  0.2974
H 0.766 -4.069 1.339  0.2696
H 1.242 0.300 0.860  0.2657
H -0.078 0.569 2.074  0.4065
H 0.817 3.799 -0.567  0.3602
H 1.794 2.317 -0.761  0.2979
H -1.193 2.631 -1.330  0.3029
H -0.602 2.733 1.161  0.2530

Energy = -620.61537 Ha
SMILES = C[C@H]1C[C@@H](C)O[C@@H](C2=C[C@@H]3C=C[C@H]2C3)C1
Energy relative to the best compared isomer or geometry (same formula, charge and spin) = 143.5 kJ/mol



Record 2
Below is an isolated ion of composition C4H4N2O2P and charge -1 at a distorted geometry, with properties calculated with ωB97M-V/def2-TZVPD.

Each line ends with the Mulliken charge.
Element x y z (Å)
C 0.855 1.283 0.688  -0.4373
C -0.464 0.821 0.851  0.2924
C 1.878 0.714 0.033  0.4691
C 0.968 -1.577 0.618  0.5233
N 0.218 -2.182 1.259  -0.5289
N 1.817 -0.727 0.018  -0.2616
O -1.295 1.327 1.653  -0.6752
O 2.926 1.176 -0.479  -0.7562
P -0.983 -0.184 -0.727  -0.1373
H 0.824 2.359 1.004  0.2471
H 2.566 -1.073 -0.568  0.2107
H -2.115 0.602 -0.860  0.0285
H -1.738 -0.881 0.150  0.0255

Net charge = -1
Energy = -756.16521 Ha
SMILES = N#CN/C([O-])=C\C(=O)P
Energy relative to the best compared isomer or geometry (same formula, charge and spin) = 0.0 kJ/mol



Record 3
Below is a 7-piece molecular cluster, C24H36FO18 overall at a distorted geometry, with properties calculated with ωB97M-V/def2-TZVPD.

Each line ends with the Mulliken charge.
Element x y z (Å)
F -19.747 -18.376 18.236  0.3771
C -21.533 -14.988 19.231  -1.6737
C -21.822 -16.495 19.242  1.4856
C -21.289 -17.223 20.508  1.0153
O -22.482 -17.524 21.250  -0.4915
C -23.582 -17.224 20.550  0.4947
O -24.778 -17.527 20.808  -0.6187
O -23.197 -16.631 19.390  -0.4322
H -22.179 -14.394 18.585  0.4017
H -20.522 -14.736 18.911  0.3378
H -21.670 -14.623 20.249  0.4298
H -21.550 -16.961 18.295  -1.5599
H -20.696 -16.557 21.134  0.6499
H -20.487 -17.876 20.163  -0.7364
C -24.486 -19.295 18.534  -1.8314
C -22.966 -19.669 18.288  1.1976
C -22.032 -19.680 19.457  1.4796
O -21.829 -21.025 19.739  -0.4724
C -22.331 -21.787 18.811  0.6202
O -22.240 -22.990 18.857  -0.6914
O -23.003 -21.085 17.954  -0.4747
H -24.483 -18.280 18.932  0.3382
H -25.098 -19.952 19.151  0.3081
H -24.967 -19.354 17.558  0.4897
H -22.545 -18.944 17.591  -1.7397
H -22.597 -19.174 20.240  -0.1045
H -21.102 -19.219 19.124  0.5298
C -17.973 -16.601 20.974  -1.3784
C -17.146 -17.678 20.437  2.7584
C -17.449 -18.011 18.981  -0.5426
O -16.183 -17.894 18.443  -0.4325
C -15.216 -17.434 19.381  0.3382
O -13.979 -17.247 19.240  -0.6867
O -15.853 -17.291 20.493  -0.4227
H -18.267 -15.955 20.146  0.3315
H -17.379 -16.009 21.670  0.5532
H -18.819 -17.164 21.367  0.0531
H -17.249 -18.594 21.018  -0.8816
H -18.185 -17.375 18.490  0.6927
H -17.699 -19.063 18.845  -0.4946
C -21.293 -20.288 16.367  -2.7189
C -21.502 -18.839 15.917  2.0453
C -20.396 -17.860 16.238  0.6001
O -20.100 -17.354 14.942  -0.4622
C -20.977 -17.798 14.050  0.2455
O -21.087 -17.533 12.809  -0.6802
O -21.806 -18.698 14.569  -0.5887
H -20.858 -20.428 17.356  -0.2423
H -20.842 -20.861 15.557  0.8884
H -22.269 -20.761 16.475  0.8236
H -22.348 -18.254 16.276  0.6892
H -19.419 -18.276 16.482  -1.2290
H -20.625 -17.002 16.870  0.6764
C -21.323 -19.418 22.213  -1.5420
C -20.200 -20.358 21.572  1.0877
C -19.579 -19.780 20.308  0.5414
O -18.277 -19.503 20.691  -0.4957
C -17.993 -19.847 21.996  0.2546
O -16.906 -19.952 22.516  -0.5692
O -19.186 -20.218 22.476  -0.4302
H -21.657 -19.922 23.120  0.5096
H -22.239 -19.407 21.624  0.2615
H -20.990 -18.456 22.602  0.4067
H -20.404 -21.422 21.448  0.3538
H -20.071 -18.832 20.092  -1.4175
H -19.748 -20.536 19.541  -0.0671
C -17.383 -18.827 16.929  -1.2911
C -17.211 -19.768 15.720  0.0870
C -18.301 -20.798 15.709  0.1854
O -19.011 -20.359 14.566  -0.3984
C -18.430 -19.364 13.843  0.7257
O -18.857 -18.911 12.765  -0.6185
O -17.310 -19.011 14.513  -0.4378
H -16.539 -18.163 17.118  0.7305
H -17.386 -19.476 17.804  0.1930
H -18.281 -18.209 16.895  1.1608
H -16.261 -20.302 15.734  0.4890
H -18.918 -20.768 16.608  -0.4769
H -17.979 -21.816 15.489  0.4939

Net charge = -1
Energy = -2389.90693 Ha
Energy relative to the best compared isomer or geometry (same formula, charge and spin) = 1411.6 kJ/mol



Record 4
Below is a 2-piece molecular cluster, C2Cl4OS overall at a distorted geometry, with properties calculated with ωB97M-V/def2-TZVPD.

Each line ends with the Mulliken charge.
Element x y z (Å)
C -0.909 -0.442 0.232  0.2252
C -1.495 0.744 0.395  0.3535
O 3.579 -0.657 -1.550  -0.2771
S 3.949 -0.046 -0.265  0.2748
Cl -1.710 -1.575 -0.825  -0.1615
Cl 0.433 -1.090 1.130  -0.1257
Cl -2.690 1.163 -0.718  -0.1559
Cl -1.157 1.903 1.602  -0.1333

Energy = -2390.30377 Ha
SMILES = ClC(Cl)=C(Cl)Cl.O=S
Energy relative to the best compared isomer or geometry (same formula, charge and spin) = 170.3 kJ/mol



Record 5
Below is an isolated ion of composition C5H11NO and charge +1 at a distorted geometry, with properties calculated with ωB97M-V/def2-TZVPD.

Each line ends with the Mulliken spin population.
Element x y z (Å)
C 0.401 -2.502 -0.788  -0.0059
C -0.557 -1.868 0.200  -0.0946
N -0.480 -0.542 0.599  0.5722
C 0.665 0.261 0.428  0.0172
C 0.396 1.570 -0.451  0.1398
C -0.728 2.423 0.117  0.0026
O -1.250 -2.556 0.920  0.3708
H 0.682 -1.832 -1.603  0.0028
H 1.217 -2.922 -0.199  -0.0087
H -0.178 -3.335 -1.172  -0.0034
H -1.115 -0.297 1.360  -0.0275
H 0.975 0.705 1.379  0.0185
H 1.471 -0.296 -0.029  0.0091
H 1.373 2.023 -0.384  0.0006
H 0.168 1.224 -1.461  0.0004
H -0.294 3.121 0.838  -0.0007
H -1.369 1.836 0.783  0.0036
H -1.378 2.988 -0.539  0.0036

Net charge = +1
Energy = -326.77242 Ha
Expectation value of S² = 0.774
Spin multiplicity = 2
Energy relative to the best compared isomer or geometry (same formula, charge and spin) = 135.7 kJ/mol



Record 6
Below is a 2-piece molecular cluster, CH3FIP overall at a distorted geometry, with properties calculated with ωB97M-V/def2-TZVPD.

Each line ends with the Mulliken charge.
Element x y z (Å)
C -0.045 -0.295 0.017  -1.0009
F 2.439 -2.013 -1.066  -0.1793
P 2.433 -1.478 0.432  0.2317
I 3.914 0.471 0.076  -0.0558
H -0.529 -1.272 -0.019  0.3367
H 0.325 0.073 -0.916  0.3448
H -0.093 0.336 0.937  0.3228

Energy = -778.76329 Ha
Energy relative to the best compared isomer or geometry (same formula, charge and spin) = 135.1 kJ/mol



Record 7
Below is one molecule with the formula C2H5NO2 at a distorted geometry, with properties calculated with ωB97M-V/def2-TZVPD.

Each line ends with the Mulliken charge.
Element x y z (Å)
C 0.502 -0.864 0.938  -0.6809
C -0.046 1.250 -0.547  0.0856
H 0.931 -1.979 0.530  0.2528
H -0.542 -0.896 1.717  0.2545
H 1.378 -0.223 1.497  0.2591
H -1.304 -0.147 -1.556  0.3586
H 0.624 1.922 0.065  0.2710
N -0.005 -0.036 -0.196  0.3059
O -0.699 -0.761 -1.089  -0.4776
O -0.838 1.736 -1.359  -0.6291

Energy = -284.32654 Ha
SMILES = CN(O)C=O
Energy relative to the best compared isomer or geometry (same formula, charge and spin) = 369.8 kJ/mol



Record 8
Below is C32H52N2O8RuSSi as an isolated structure at a distorted geometry, with properties calculated with ωB97M-V/def2-TZVPD.

Each line ends with the Mulliken spin population.
Element x y z (Å)
Ru -0.207 0.517 0.293  3.9300
O 1.670 -3.159 -1.526  0.0165
C 1.418 -1.974 -1.338  0.0092
O 0.493 -1.521 -0.621  0.1399
C 2.261 -0.938 -2.161  0.0019
C 1.327 0.019 -2.924  0.0027
C 2.128 0.729 -4.036  0.0028
C 2.970 1.710 -3.203  0.0040
C 2.459 1.394 -1.780  0.0075
O 1.099 1.068 -2.003  0.0801
C 3.082 0.063 -1.326  -0.0028
C 2.989 -0.132 0.240  -0.0074
O 3.894 -0.776 0.757  0.0168
O 2.056 0.467 0.823  0.0963
H 2.885 -1.526 -2.839  0.0007
H 0.383 -0.419 -3.248  -0.0023
H 1.444 1.257 -4.701  -0.0002
H 2.727 0.034 -4.620  0.0002
H 2.756 2.746 -3.466  -0.0002
H 4.042 1.538 -3.291  -0.0006
H 2.524 2.206 -1.058  0.0019
H 4.146 -0.004 -1.563  0.0000
C -2.388 -2.183 -0.010  0.0131
N -2.500 -0.757 -0.249  -0.0203
C -3.673 -0.216 0.415  0.0274
C -2.531 -0.467 -1.676  0.0423
C -2.436 1.018 -1.910  -0.2170
C -3.249 1.628 -2.856  0.0064
C -3.184 2.996 -3.061  0.0045
C -2.301 3.748 -2.308  -0.0007
C -1.498 3.133 -1.357  -0.0343
C -1.542 1.761 -1.128  0.4388
H -2.400 -2.362 1.063  0.0054
H -1.438 -2.536 -0.409  0.0002
H -3.220 -2.731 -0.485  0.0057
H -3.544 -0.304 1.493  0.0076
H -4.589 -0.749 0.112  0.0077
H -3.773 0.838 0.159  -0.0051
H -3.449 -0.878 -2.137  0.0071
H -1.667 -0.968 -2.127  -0.0154
H -3.937 1.026 -3.440  0.0011
H -3.821 3.471 -3.797  0.0009
H -2.241 4.821 -2.454  0.0003
H -0.824 3.757 -0.784  0.0082
C -2.874 -0.774 5.338  0.0294
C -2.148 0.326 6.111  -0.0120
C -1.573 -0.258 7.407  0.0009
C -3.123 1.467 6.430  0.0003
O -1.099 0.891 5.353  0.0123
Si -0.090 0.202 4.258  -0.0089
S -1.173 -0.246 2.508  0.3289
O 0.929 1.382 3.868  0.0452
C 2.044 2.007 4.469  -0.0008
C 1.957 1.914 5.992  0.0002
C 2.016 3.469 4.011  0.0077
C 3.312 1.334 3.940  -0.0001
O 0.461 -1.119 5.024  -0.0144
C 1.232 -2.260 4.667  0.0099
C 2.384 -2.312 5.681  0.0012
C 1.749 -2.187 3.235  -0.0031
C 0.334 -3.494 4.821  -0.0022
H -3.707 -1.153 5.923  0.0002
H -2.184 -1.581 5.115  -0.0079
H -3.234 -0.385 4.391  -0.0061
H -2.364 -0.712 8.002  -0.0001
H -1.095 0.523 7.994  0.0002
H -0.830 -1.007 7.148  -0.0005
H -3.922 1.106 7.072  -0.0001
H -3.551 1.845 5.505  0.0003
H -2.604 2.279 6.935  0.0000
H 1.007 2.321 6.327  -0.0003
H 2.779 2.454 6.459  0.0001
H 1.995 0.871 6.292  0.0001
H 1.073 3.933 4.290  -0.0020
H 2.102 3.500 2.927  -0.0019
H 2.836 4.021 4.466  0.0005
H 3.488 0.390 4.447  -0.0004
H 4.184 1.974 4.063  0.0001
H 3.166 1.126 2.883  0.0012
H 3.015 -1.435 5.563  0.0000
H 2.987 -3.204 5.541  0.0002
H 1.982 -2.307 6.694  0.0001
H 2.287 -1.261 3.050  0.0023
H 0.920 -2.223 2.528  -0.0036
H 2.418 -3.020 3.029  -0.0009
H -0.035 -3.579 5.840  0.0003
H 0.896 -4.389 4.568  0.0001
H -0.513 -3.404 4.148  0.0004
C -2.019 4.773 3.037  0.0086
C -1.772 3.264 3.013  0.0046
C -0.725 2.929 2.078  0.0332
N 0.031 2.640 1.256  0.0011
H -2.812 5.018 3.739  -0.0005
H -2.320 5.114 2.047  -0.0012
H -1.116 5.303 3.332  -0.0008
H -2.672 2.729 2.691  0.0033
H -1.490 2.878 3.994  -0.0058

Net charge = -1
Energy = -2744.77046 Ha
Expectation value of S² = 8.760
Spin multiplicity = 6
Energy relative to the best compared isomer or geometry (same formula, charge and spin) = 0.0 kJ/mol



Record 9
Below is C22H57BBeF4N3O10 as an isolated structure at a distorted geometry, with properties calculated with ωB97M-V/def2-TZVPD.

Each line ends with the Mulliken charge.
Element x y z (Å)
Be 2.566 2.559 -0.215  1.0140
B 0.923 -1.916 -1.468  0.3969
F 1.048 -0.562 -1.677  -0.3107
F 1.098 -2.531 -2.712  -0.3753
F 1.956 -2.351 -0.666  -0.3333
F -0.349 -2.240 -1.045  -0.3539
C 0.672 1.571 3.587  -0.9452
O 1.566 0.965 2.670  -0.2092
C 2.100 -0.191 3.346  -0.5628
C 3.619 -0.139 3.600  -0.6718
N 4.317 -0.195 2.268  -0.0980
C 5.823 -0.167 2.460  -0.8155
C 6.392 -1.519 2.856  -0.4559
O 6.125 -2.513 1.872  -0.2980
C 6.572 -3.882 2.086  -0.7435
H 0.273 2.479 3.134  0.2536
H 1.324 2.011 4.341  0.3902
H -0.050 1.110 4.261  0.3672
H 1.778 -1.075 2.797  0.3379
H 1.771 -0.304 4.379  0.3953
H 3.942 -0.948 4.256  0.3718
H 3.938 0.727 4.181  0.3797
H 4.173 -1.075 1.794  0.3028
H 6.155 0.681 3.059  0.4474
H 6.330 -0.120 1.496  0.3068
H 6.232 -1.939 3.849  0.4273
H 7.449 -1.264 2.786  0.3625
H 6.105 -4.622 1.436  0.2525
H 6.666 -4.151 3.138  0.3011
H 7.573 -3.830 1.658  0.3254
C -0.938 3.226 -2.429  -0.7315
O 0.359 3.838 -2.315  -0.2272
C 0.547 5.061 -3.028  -0.6152
C 2.018 5.505 -3.191  -0.7850
N 2.995 4.393 -3.229  -0.1293
C 2.892 3.642 -4.525  -0.8268
C 3.946 2.516 -4.414  -0.6906
O 3.789 1.805 -3.168  -0.1796
C 4.697 0.698 -3.039  -0.8046
H -1.176 3.072 -3.481  0.2971
H -1.807 3.813 -2.131  0.3247
H -0.887 2.344 -1.790  0.2441
H 0.055 5.853 -2.463  0.4259
H 0.158 5.089 -4.046  0.4110
H 2.111 6.321 -2.473  0.3453
H 2.173 5.940 -4.179  0.3801
H 3.939 4.750 -3.278  0.2710
H 3.131 4.334 -5.332  0.4862
H 1.912 3.244 -4.789  0.4263
H 4.988 2.831 -4.463  0.4197
H 3.707 1.939 -5.308  0.3742
H 4.594 0.243 -2.054  0.2427
H 5.740 1.014 -3.057  0.3643
H 4.654 -0.034 -3.845  0.2972
C -9.004 4.702 1.604  -0.7120
O -9.819 4.341 2.777  -0.3735
C -9.991 2.967 2.798  -0.7147
C -8.764 2.272 3.418  -0.2255
N -9.085 0.891 3.558  -0.2192
C -7.994 0.072 4.060  -0.6376
C -6.757 0.042 3.142  -0.5208
O -6.216 -1.207 3.358  -0.2841
C -5.160 -1.697 2.558  -0.7485
H -9.415 4.230 0.712  0.3260
H -7.979 4.335 1.570  0.2622
H -8.929 5.789 1.594  0.2693
H -10.443 2.577 1.887  0.4496
H -10.886 2.856 3.410  0.3647
H -8.579 2.713 4.397  0.2275
H -7.830 2.399 2.871  0.2432
H -10.017 0.699 3.898  0.2605
H -8.426 -0.928 4.015  0.4260
H -7.750 0.365 5.081  0.2685
H -6.065 0.826 3.451  0.3411
H -7.025 0.188 2.096  0.3478
H -4.353 -0.976 2.428  0.2910
H -5.367 -2.190 1.608  0.2987
H -4.869 -2.569 3.144  0.2716
C 1.317 -2.873 -7.778  -0.4630
C 0.071 -1.989 -7.469  -0.2998
O -0.667 -2.510 -6.331  -0.5088
O 2.530 -2.430 -7.198  -0.5003
H 1.628 -2.719 -8.811  0.3077
H 1.173 -3.954 -7.798  0.3013
H -0.485 -2.075 -8.403  0.3125
H 0.463 -0.981 -7.336  0.2183
H -0.295 -2.358 -5.459  0.3267
H 2.365 -2.559 -6.261  0.3074
C 2.049 -5.766 2.820  -0.2853
C 1.877 -6.500 1.454  -0.3506
O 1.867 -7.822 1.711  -0.5139
O 3.210 -6.044 3.517  -0.5330
H 1.194 -5.950 3.471  0.2821
H 2.061 -4.677 2.863  0.1382
H 2.745 -6.258 0.840  0.2450
H 0.904 -6.196 1.067  0.3792
H 1.363 -8.239 1.009  0.3214
H 3.672 -6.805 3.159  0.3240

Net charge = +1
Energy = -2227.50910 Ha